CH4BrOP | the ωB97M-V functional and the def2-TZVPD basis

Positions of all 8 atoms, in Å:
H1 -0.2741 -1.1036 1.5826
H2 2.6770 -0.2383 0.2016
C1 -1.5917 -0.2267 0.4723
Br1 3.9522 0.1704 -0.0133
H3 -1.5731 2.0472 0.4885
P1 -2.3652 1.0840 -0.2074
O1 -0.3766 -0.3341 1.0327
H4 -1.9655 -1.2627 0.1599

Summary:
SMILES   [H]/P=C\O.Br
HOMO level   -9.1 eV
Lowest unoccupied orbital energy   0.014 Ha